Model one:
The following is a quantum chemistry calculation of a cluster of 2 separate species, C4H10N2O2 in total, from OMol25.

Geometry as ORCA input:
```
! wB97M-V def2-TZVPD RIJCOSX def2/J DEFGRID3
* xyz 0 1
C -1.376 -1.809 0.467
C -0.513 0.845 -0.238
N -1.179 1.593 0.700
O -1.501 -2.335 -0.829
O -0.871 0.733 -1.402
H -1.500 -1.574 -1.441
H -2.100 1.936 0.471
H -0.706 1.745 1.587
H -2.243 -1.197 0.725
H -1.293 -2.623 1.191
C 2.020 0.418 -0.973
C 1.057 0.681 0.142
N 1.402 0.885 1.369
H 2.418 0.777 1.484
H -0.422 -1.127 0.502
H 2.479 -0.564 -0.825
H 1.527 0.429 -1.947
H 2.799 1.186 -0.983
*
```

Output
- SMILES: [H]/N=C(\C)C(N)=O.CO
- HOMO energy: -9.91 eV
- LUMO: 0.40 eV

Löwdin atomic charge list, values in e, 5 entries: -0.1723 -0.5121 0.1615 -0.1200 0.0320

Model two:
The following is a quantum chemistry calculation of the molecule C4H10N2O2, from OMol25.

Geometry as ORCA input:
```
! wB97M-V def2-TZVPD RIJCOSX def2/J DEFGRID3
* xyz 0 1
C -1.343 1.020 0.778
N -0.005 -1.156 -0.484
C -0.429 0.838 -0.413
N -1.188 -1.867 -0.120
O -0.655 1.452 -1.467
H 0.244 -1.105 -1.473
H -1.081 -2.279 0.806
H -1.362 -2.639 -0.763
H -2.288 0.513 0.571
H -0.926 0.616 1.702
H -1.545 2.083 0.912
C 1.252 0.809 0.018
C 1.340 -0.581 0.467
O 1.962 1.047 -1.178
H 1.363 1.591 -1.731
H 1.412 1.574 0.778
H 2.184 -1.154 0.092
H 1.066 -0.762 1.505
*
```

Output
- SMILES: CC(=O)[C@H](O)CNN
- HOMO energy: -8.19 eV
- LUMO: 0.73 eV

Löwdin atomic charge list, values in e, 5 entries: -0.0342 -0.0851 -0.4578 0.0140 -0.0228

In terms of stability, model one leads; the second structure lies 274.4 kJ/mol higher.

Model one:
The following is a quantum chemistry calculation of a cluster of 2 separate species, C4H10N2O2 in total, from OMol25.

Geometry as ORCA input:
```
! wB97M-V def2-TZVPD RIJCOSX def2/J DEFGRID3
* xyz 0 1
C -0.748 1.492 -1.186
C -1.800 -1.516 0.325
C 1.513 -0.401 1.353
N 0.412 1.227 -0.715
C 0.125 0.042 0.972
N 1.458 1.123 -1.599
O -0.511 -1.047 0.028
O -0.616 0.630 1.718
H 1.214 0.687 -2.493
H 2.277 0.665 -1.217
H -1.552 1.634 -0.484
H -0.883 1.860 -2.200
H -2.089 -1.488 1.371
H -2.546 -0.915 -0.217
H -1.841 -2.570 0.002
H 1.536 -0.584 2.417
H 2.194 0.422 1.142
H 1.857 -1.259 0.785
*
```

Output
- SMILES: COC(C)=O.C=NN
- HOMO energy: -9.15 eV
- LUMO: 0.64 eV

Löwdin atomic charge list, values in e, 5 entries: 0.0096 -0.1407 -0.0012 -0.1190 -0.4957

Model two:
The following is a quantum chemistry calculation of a cluster of 2 separate species, C4H10N2O2 in total, from OMol25.

Geometry as ORCA input:
```
! wB97M-V def2-TZVPD RIJCOSX def2/J DEFGRID3
* xyz 0 1
C -2.257 -0.757 0.639
C -1.283 0.321 0.294
N 0.569 1.638 0.976
O -0.326 0.522 1.294
N -1.422 1.173 -0.670
H 0.137 2.009 0.115
H 0.317 2.307 1.704
H -2.229 0.926 -1.251
H -2.426 -0.814 1.716
H -1.858 -1.713 0.288
H -3.216 -0.577 0.147
C 2.150 -0.327 -1.248
C 1.820 -1.218 -0.092
O 2.644 -1.875 0.528
H 0.714 -1.274 0.150
H 1.223 -0.048 -1.756
H 2.652 0.574 -0.889
H 2.790 -0.869 -1.947
*
```

Output
- SMILES: [H]/N=C(\C)ON.CC=O
- HOMO energy: -9.50 eV
- LUMO: 0.73 eV

Löwdin atomic charge list, values in e, 5 entries: -0.0127 -0.4816 0.0751 -0.1348 0.1167

Model three:
The following is a quantum chemistry calculation of a cluster of 2 separate species, C4H10N2O2 in total, from OMol25.

Geometry as ORCA input:
```
! wB97M-V def2-TZVPD RIJCOSX def2/J DEFGRID3
* xyz 0 1
C 0.895 2.712 -1.722
C 0.469 1.317 -2.156
O 1.266 0.433 -2.391
N -0.874 1.140 -2.331
H 1.146 3.218 -2.653
H 1.775 2.597 -1.097
H -1.181 0.237 -2.661
H -1.537 1.855 -2.087
H 0.091 3.276 -1.257
C -0.009 -0.996 2.639
C -0.779 -1.882 1.676
O -1.825 -1.610 1.146
N -0.077 -3.039 1.393
H 0.900 -1.445 3.038
H -0.614 -0.543 3.422
H -0.597 -3.728 0.869
H 0.555 -3.369 2.099
H 0.398 -0.173 2.074
*
```

Output
- SMILES: CC(N)=O.CC(N)=O
- HOMO energy: -9.69 eV
- LUMO: 0.79 eV

Löwdin atomic charge list, values in e, 5 entries: -0.0104 -0.6050 0.0311 0.1487 0.0847

Model four:
The following is a quantum chemistry calculation of a cluster of 2 separate species, C4H10N2O2 in total, from OMol25.

Geometry as ORCA input:
```
! wB97M-V def2-TZVPD RIJCOSX def2/J DEFGRID3
* xyz 0 1
C 1.957 -1.043 -0.170
C 1.592 1.389 0.084
N 1.035 0.066 -0.076
C -2.983 0.622 0.318
O -3.091 -0.533 0.687
H -2.888 1.450 1.035
H 1.753 -1.646 -1.056
H 2.966 -0.647 -0.250
H 0.769 2.096 0.150
H 2.189 1.440 0.997
H 1.911 -1.681 0.719
H 2.220 1.649 -0.772
N -0.779 -1.351 -0.363
C -0.307 -0.093 -0.190
O -1.058 0.896 -0.195
H -0.224 -2.127 -0.048
H -1.780 -1.425 -0.178
H -3.281 0.939 -0.692
*
```

Output
- SMILES: CN(C)C(N)=O.C=O
- HOMO energy: -9.06 eV
- LUMO: 0.72 eV

Löwdin atomic charge list, values in e, 5 entries: -0.0568 -0.0427 -0.1519 -0.2216 -0.0876

In terms of stability, model three leads; the second structure lies 129.5 kJ/mol higher.

Model one:
The following is a quantum chemistry calculation of a cluster of 2 separate species, C4H10N2O2 in total, from OMol25.

Geometry as ORCA input:
```
! wB97M-V def2-TZVPD RIJCOSX def2/J DEFGRID3
* xyz 0 1
C 2.018 1.176 0.839
C 0.843 1.034 1.774
O 0.675 0.263 2.692
N -0.199 1.846 1.364
H -1.054 1.692 1.872
H -0.256 2.291 0.465
H 2.702 0.355 1.023
H 2.514 2.092 1.170
H 1.898 1.261 -0.245
C -1.737 -1.361 -2.049
C -0.549 -0.885 -1.191
O 0.074 0.115 -1.463
N -0.312 -1.605 -0.043
H -1.966 -2.414 -1.875
H -1.364 -1.441 -3.076
H 0.222 -1.203 0.702
H -0.865 -2.446 -0.011
H -2.645 -0.771 -1.948
*
```

Output
- SMILES: CC(N)=O.CC(N)=O
- HOMO energy: -9.90 eV
- LUMO: 0.80 eV

Löwdin atomic charge list, values in e, 5 entries: -0.0249 -0.6077 0.0347 0.1434 0.1005

Model two:
The following is a quantum chemistry calculation of a cluster of 2 separate species, C4H10N2O2 in total, from OMol25.

Geometry as ORCA input:
```
! wB97M-V def2-TZVPD RIJCOSX def2/J DEFGRID3
* xyz 0 1
C 0.681 1.370 0.800
N -0.280 0.443 1.154
C 0.411 1.138 -2.648
N -0.193 0.999 -1.558
H -1.093 0.743 1.671
H 0.764 2.206 1.492
H 1.634 0.906 0.547
H 0.346 1.731 -0.348
H 0.882 2.081 -2.926
H 0.527 0.299 -3.335
C 0.024 -1.986 1.314
C -0.442 -0.828 0.393
O -1.849 -0.995 0.217
O 0.259 -0.842 -0.739
H -2.055 -0.492 -0.584
H -0.108 -2.915 0.764
H -0.581 -2.008 2.219
H 1.073 -1.851 1.568
*
```

Output
- HOMO energy (spin up / spin down): -8.11 / -8.01 eV
- LUMO (spin up / spin down): -1.07 / -0.96 eV

Löwdin atomic charge list, values in e, 5 entries: -0.1282 -0.0066 -0.0873 0.0609 0.1323

In terms of stability, model one leads; the second structure lies 595.6 kJ/mol higher.

Model one:
The following is a quantum chemistry calculation of a cluster of 2 separate species, C6H5NO2 in total, from OMol25.

Geometry as ORCA input:
```
! wB97M-V def2-TZVPD RIJCOSX def2/J DEFGRID3
* xyz 0 1
C -0.988 -1.092 -0.041
C 2.119 0.777 0.075
C 0.075 -1.737 -0.081
C 0.883 0.952 -0.064
C -3.120 0.289 -0.020
C -2.181 -0.567 -0.043
N 3.217 0.127 0.030
O 1.161 -2.221 0.035
O -0.091 1.724 0.105
H -3.012 1.296 -0.189
H -4.103 -0.118 0.139
H -0.903 1.116 0.267
H 3.590 -0.105 -0.949
H 3.354 -0.442 0.736
*
```

Output
- SMILES: C=C=C=C=O.NC#CO
- HOMO energy: -7.98 eV
- LUMO: -0.90 eV

Löwdin atomic charge list, values in e, 5 entries: -0.0304 -0.1450 -0.1949 -0.2402 0.0133

Model two:
The following is a quantum chemistry calculation of a cluster of 2 separate species, C6H5NO2 in total, from OMol25.

Geometry as ORCA input:
```
! wB97M-V def2-TZVPD RIJCOSX def2/J DEFGRID3
* xyz 0 1
C -1.151 -1.476 1.743
C -1.069 -0.241 2.212
C -0.089 -0.284 0.271
C 1.077 2.100 -0.886
C 0.912 -0.369 -2.129
C 0.597 0.033 -0.848
N -0.518 -1.542 0.528
O 1.718 0.058 -2.974
O -0.421 0.493 1.304
H -1.838 -2.249 2.001
H -1.487 0.099 3.145
H 1.226 2.208 -1.944
H 0.689 2.530 0.014
H 0.354 -1.360 -2.437
*
```

Output
- HOMO energy (spin up / spin down): -9.37 / -8.72 eV
- LUMO (spin up / spin down): -2.00 / -0.27 eV

Löwdin atomic charge list, values in e, 5 entries: -0.1134 -0.0840 -0.3796 0.2410 -0.3235

In terms of stability, model one leads; the second structure lies 6.3 kJ/mol higher.

Model one:
The following is a quantum chemistry calculation of a structure of composition C12H11ClN2O2SeZr, from OMol25.

Geometry as ORCA input:
```
! wB97M-V def2-TZVPD RIJCOSX def2/J DEFGRID3
* xyz 2 1
Zr 2.042 1.051 0.888
Cl -2.106 4.081 6.152
C -1.159 3.138 5.084
C -0.550 1.963 5.540
C 0.224 1.167 4.705
C 0.416 1.551 3.398
O 1.146 0.789 2.549
C -0.190 2.743 2.909
C -0.045 3.173 1.578
O 0.700 2.612 0.703
C -0.990 3.522 3.776
H -0.692 1.668 6.572
H 0.674 0.259 5.082
H -0.595 4.050 1.235
H -1.460 4.427 3.409
Se 4.139 2.416 1.217
C 4.519 0.758 0.320
C 4.889 0.701 -1.023
C 4.930 -0.544 -1.643
N 4.582 -1.686 -1.037
C 4.256 -1.642 0.246
C 4.202 -0.445 0.971
H 5.150 1.596 -1.571
H 5.221 -0.628 -2.684
H 4.029 -2.586 0.730
H 4.013 -0.463 2.041
N 1.462 -0.372 -0.887
H 0.896 0.082 -1.608
H 0.911 -1.183 -0.599
H 2.274 -0.762 -1.372
*
```

Output
- HOMO energy: -15.37 eV
- LUMO: -8.66 eV

Löwdin atomic charge list, values in e, 5 entries: 1.5897 0.7860 -0.6386 -0.0004 0.0433

Model two:
The following is a quantum chemistry calculation of a structure of composition C12H11ClN2O2SeZr, from OMol25.

Geometry as ORCA input:
```
! wB97M-V def2-TZVPD RIJCOSX def2/J DEFGRID3
* xyz 2 1
Zr -0.505 1.440 -1.106
Cl 4.060 -2.735 2.964
C 3.178 -1.817 1.820
C 3.627 -1.732 0.495
C 2.939 -0.993 -0.456
C 1.783 -0.328 -0.101
O 1.118 0.402 -1.029
C 1.308 -0.404 1.236
C 0.166 0.293 1.674
O -0.597 0.996 0.932
C 2.032 -1.158 2.188
H 4.532 -2.254 0.215
H 3.297 -0.934 -1.474
H -0.100 0.254 2.732
H 1.677 -1.213 3.210
Se -1.826 1.027 -3.245
C -2.380 -0.016 -1.701
C -1.714 -1.214 -1.401
C -2.004 -1.844 -0.191
N -2.854 -1.348 0.705
C -3.492 -0.219 0.419
C -3.284 0.499 -0.761
H -1.015 -1.649 -2.104
H -1.527 -2.783 0.066
H -4.196 0.139 1.161
H -3.844 1.404 -0.965
N -0.131 3.748 -1.285
H -0.872 4.179 -1.843
H 0.741 4.001 -1.756
H -0.116 4.259 -0.399
*
```

Output
- HOMO energy: -15.43 eV
- LUMO: -8.68 eV

Löwdin atomic charge list, values in e, 5 entries: 1.6059 0.7860 -0.6397 -0.0025 0.0419

In terms of stability, model one leads; the second structure lies 11.8 kJ/mol higher.

Model one:
The following is a quantum chemistry calculation of a cluster of 2 separate species, C7H16N4S in total, from OMol25.

Geometry as ORCA input:
```
! wB97M-V def2-TZVPD RIJCOSX def2/J DEFGRID3
* xyz 2 1
C 1.915 -0.668 -0.143
C -0.534 -0.723 -0.650
C -3.906 0.873 0.041
C -2.879 1.996 0.452
C -2.952 -0.346 -0.271
C -1.568 1.649 -0.142
C 5.511 0.837 0.133
N -1.533 0.059 -0.129
N -0.692 -2.037 -0.904
N 2.062 -1.713 0.665
N 0.804 -0.291 -0.799
S 7.107 0.544 -0.243
H -4.454 0.601 0.898
H -4.515 1.091 -0.805
H -3.438 2.980 0.452
H -2.915 1.963 1.593
H -3.079 -1.054 0.516
H -3.228 -0.726 -1.225
H -1.498 1.994 -1.176
H -0.746 2.138 0.443
H 5.027 1.085 1.015
H 4.901 0.277 -0.533
H -1.656 -2.503 -1.120
H 0.068 -2.529 -1.300
H 2.911 -1.802 1.253
H 1.349 -2.430 0.967
H 0.843 0.422 -1.538
H 7.718 1.058 0.989
*
```

Output
- HOMO energy (spin up / spin down): -14.73 / -14.73 eV
- LUMO (spin up / spin down): -9.23 / -9.23 eV

Löwdin atomic charge list, values in e, 5 entries: -0.1893 -0.2807 -0.1017 -0.1800 -0.1228

Model two:
The following is a quantum chemistry calculation of a cluster of 2 separate species, C7H16N4S in total, from OMol25.

Geometry as ORCA input:
```
! wB97M-V def2-TZVPD RIJCOSX def2/J DEFGRID3
* xyz 2 1
C 1.260 -0.609 1.738
C -0.516 0.994 1.188
C 0.826 0.667 1.529
C -0.956 -1.354 1.064
C -1.754 -2.400 -1.129
C 3.270 2.094 -2.034
C -1.780 -2.479 0.469
N 0.281 -1.620 1.612
N -1.388 -0.064 1.058
N -0.937 2.229 0.832
N 2.436 -0.934 2.075
S 1.596 1.801 -1.569
H 1.493 1.514 1.652
H 1.063 2.818 -2.190
H -0.810 -2.815 -1.475
H -1.782 -1.339 -1.487
H -2.494 -3.176 -1.564
H 3.577 1.985 -3.058
H 3.504 1.142 -1.487
H 3.819 2.891 -1.490
H -1.478 -3.442 0.717
H -2.886 -2.547 0.790
H 0.519 -2.538 1.734
H -2.371 0.237 0.913
H -0.323 3.019 0.916
H -1.888 2.447 0.636
H 3.176 -0.270 2.085
H 2.779 -1.876 2.017
*
```

Output
- HOMO energy: -14.94 eV
- LUMO: -8.44 eV

Löwdin atomic charge list, values in e, 5 entries: -0.2999 -0.2523 0.0330 -0.1015 -0.0399

In terms of stability, model two leads; the second structure lies 331.3 kJ/mol higher.

Model one:
The following is a quantum chemistry calculation of the ion C3H7IN3 with charge +1, from OMol25.

Geometry as ORCA input:
```
! wB97M-V def2-TZVPD RIJCOSX def2/J DEFGRID3
* xyz 1 1
C -0.701 1.061 -0.177
C -0.401 -1.729 -0.113
C 0.633 -0.789 0.535
N -1.699 -1.241 0.154
N 0.468 0.570 0.021
N -1.161 2.230 -0.455
I -3.169 -1.502 -1.120
H -0.167 -1.911 -1.170
H -0.304 -2.683 0.425
H 0.469 -0.781 1.614
H 1.643 -1.130 0.314
H 1.336 1.093 -0.100
H -2.154 2.362 -0.592
H -0.585 3.072 -0.482
*
```

Output
- HOMO energy (spin up / spin down): -13.05 / -12.91 eV
- LUMO (spin up / spin down): -5.12 / -5.81 eV

Löwdin atomic charge list, values in e, 5 entries: -0.1004 -0.3913 -0.1376 -0.5346 0.0570

Model two:
The following is a quantum chemistry calculation of a structure of composition C3H7IN3, from OMol25.

Geometry as ORCA input:
```
! wB97M-V def2-TZVPD RIJCOSX def2/J DEFGRID3
* xyz 1 1
C -1.108 0.573 -1.356
C -0.696 0.450 0.125
C 1.339 -0.701 0.825
N -0.667 -1.761 0.612
N -1.463 -0.601 -2.110
N 0.127 -0.736 0.331
I -2.428 -1.824 -0.922
H -1.885 1.307 -1.536
H -0.326 0.909 -2.037
H -0.106 1.426 0.114
H -1.523 0.317 0.866
H 2.016 -1.570 0.859
H 1.758 0.260 1.022
H -0.414 -2.668 0.655
*
```

Output
- HOMO energy (spin up / spin down): -13.64 / -12.59 eV
- LUMO (spin up / spin down): -5.54 / -5.54 eV

Löwdin atomic charge list, values in e, 5 entries: -0.3991 -0.1563 0.1866 -0.1620 -0.4267

In terms of stability, model one leads; the second structure lies 329.5 kJ/mol higher.